Model P:
Density functional theory data (ωB97M-V/def2-TZVPD) for a single C4H5NO2 molecule.

```
12
Properties=species:S:1:pos:R:3
N -1.817 0.913 0.037
O 1.395 -0.632 -0.051
C -1.896 -0.412 -0.037
H 2.523 0.618 1.054
H -2.858 -1.017 -0.050
H 2.427 1.142 -0.721
O -0.718 -1.116 0.031
C -0.483 1.077 0.020
H 3.427 -0.381 -0.070
C 2.491 0.311 0.004
C 0.168 -0.114 -0.008
H 0.112 2.054 -0.172
```

Summary:
Net charge = 0
SMILES = COc1cnco1
LUMO energy = 0.8545 eV

---

Model Q:
Density functional theory data (ωB97M-V/def2-TZVPD) for a single C4H5NO2 molecule.

```
12
Properties=species:S:1:pos:R:3
H 0.224 2.112 -1.265
N 2.365 -0.070 -0.005
C 0.013 1.172 -0.817
H 1.184 0.729 1.542
H 0.301 -1.741 -0.074
H -0.681 -0.962 1.179
H -1.593 -0.167 -1.297
C -0.698 0.069 -0.736
C 1.137 0.150 0.635
O 2.443 -0.939 -0.857
O 3.285 0.669 0.311
C -0.049 -0.780 0.309
```

Summary:
Net charge = 0
LUMO energy (spin up / spin down) = -0.5557 / -0.5562 eV

---

Model R:
Density functional theory data (ωB97M-V/def2-TZVPD) for a single C4H5NO2 molecule.

```
12
Properties=species:S:1:pos:R:3
C -0.992 0.665 0.961
C 0.000 0.111 0.042
O -1.536 -0.819 -1.476
C 0.795 -1.086 -1.586
C 1.843 -0.593 -0.858
H 0.452 -1.781 -2.402
O 1.264 0.111 0.167
H -1.989 0.814 0.492
H 2.844 -0.921 -0.731
N -0.383 -0.596 -1.061
H -0.726 1.709 1.292
H -1.278 -0.078 1.724
```

Summary:
Net charge = 0
SMILES = Cc1occ[n+]1[O-]
LUMO energy = 0.8354 eV

---

model P comes first in stability; the runner-up is 0.0538 hartree higher.

---

Model P:
Density functional theory data (ωB97M-V/def2-TZVPD) for 2 unconnected molecules or ions with the total composition C2H7N4O.

```
14
Properties=species:S:1:pos:R:3
C 1.027 1.414 -0.243
H 0.804 -2.376 -0.621
N 0.812 0.030 -0.082
C -0.204 -0.745 0.000
H 0.744 1.827 -1.219
N 3.111 -0.710 -0.143
H 0.717 1.894 0.681
N -0.051 -2.147 -0.194
H 2.010 1.704 0.010
N -1.411 -0.280 0.432
O 3.529 0.254 0.168
H -2.250 -0.944 0.513
H -1.814 0.645 0.278
H -0.900 -2.514 -0.521
```

Summary:
Net charge = +1
LUMO energy (spin up / spin down) = -5.9266 / -6.3538 eV

---

Model Q:
Density functional theory data (ωB97M-V/def2-TZVPD) for 2 unconnected molecules or ions with the total composition C2H7N4O.

```
14
Properties=species:S:1:pos:R:3
H -0.757 1.907 0.324
O -1.388 -1.246 -0.415
H 0.793 -0.714 -1.203
C -1.131 -1.316 0.751
N -0.138 1.283 -0.157
H -0.386 0.161 -1.670
C 0.685 0.447 0.417
H 0.928 0.561 1.431
N -0.587 -1.332 1.832
H 2.255 -0.544 -0.316
N 1.237 -0.491 -0.331
H -0.699 -1.736 2.779
H -0.298 1.917 -2.003
N -0.513 1.103 -1.439
```

Summary:
Net charge = +1
LUMO energy = -3.7542 eV

---

Model R:
Density functional theory data (ωB97M-V/def2-TZVPD) for a gas-phase ion, C2H7N4O (charge +1).

```
14
Properties=species:S:1:pos:R:3
C -0.782 1.872 -0.278
H -1.177 0.040 2.372
N 0.073 -0.222 0.564
N 1.255 -1.675 -0.661
H 0.861 -1.725 -2.617
H -1.322 2.810 -0.400
H -1.035 1.716 2.441
H 0.355 -0.593 1.508
C -0.691 0.937 0.722
N 1.387 -2.208 -1.806
H 2.213 -2.718 -2.054
N -1.332 0.925 1.954
H -0.193 1.635 -1.168
O 0.387 -0.794 -0.579
```

Summary:
Net charge = +1
SMILES = C=C(N)NON=[NH2+]
LUMO energy (spin up / spin down) = -5.7695 / -5.7686 eV

---

Model S:
Density functional theory data (ωB97M-V/def2-TZVPD) for a gas-phase ion, C2H7N4O (charge +1).

```
14
Properties=species:S:1:pos:R:3
C -1.502 -1.415 0.082
H -0.584 2.277 0.214
H 1.949 -1.454 0.053
N 1.503 0.992 -0.258
H -2.132 -1.261 -0.705
H -1.917 1.248 0.332
C -0.185 0.535 -0.370
N 2.745 -0.838 0.032
N -1.003 1.437 0.061
H -1.753 -0.787 1.036
O -0.247 -0.734 -0.377
H -1.090 -2.319 0.264
N 2.513 0.309 -0.042
H 1.702 2.011 -0.321
```

Summary:
Net charge = +1
SMILES = [H]/N=N\[NH+]=C(\N)OC
LUMO energy = -4.7432 eV

---

model Q comes first in stability; the runner-up is 0.0747 hartree higher.

---

Model P:
Density functional theory data (ωB97M-V/def2-TZVPD) for 2 unconnected molecules or ions with the total composition C2H7N4O.

```
14
Properties=species:S:1:pos:R:3
H -0.066 1.466 -0.588
N -1.258 0.691 0.972
C -0.184 -0.549 -0.686
H -0.437 -2.562 -0.541
H -1.858 1.511 0.965
H -0.684 0.703 1.813
N 2.715 0.694 -0.466
O 1.821 -0.907 0.973
N -0.680 -1.649 -0.193
C 2.385 -0.145 0.309
H -1.302 -1.573 0.605
H 0.455 -0.583 -1.560
N -0.471 0.626 -0.182
H 3.572 1.127 -0.734
```

Summary:
Net charge = +1
LUMO energy = -3.1900 eV

---

Model Q:
Density functional theory data (ωB97M-V/def2-TZVPD) for 2 unconnected molecules or ions with the total composition C2H7N4O.

```
14
Properties=species:S:1:pos:R:3
H -0.471 0.618 0.135
C -2.719 0.112 0.004
N -3.334 -0.822 -0.391
H 2.992 -1.165 0.214
C 1.988 0.881 -0.258
N 2.050 -1.391 0.048
H -2.206 2.067 0.173
H 1.498 -2.031 0.621
H 1.412 1.861 -0.239
N -2.024 1.111 0.166
O 0.021 -0.323 0.055
H 2.982 1.035 -0.514
H -3.573 -1.723 -0.002
N 1.385 -0.231 -0.013
```

Summary:
Net charge = +1
LUMO energy = -4.4115 eV

---

model P comes first in stability; the runner-up is 0.1509 hartree higher.